Run one
Computed, not measured: C27H57ClN4O8V as an isolated structure, with the ωB97M-V functional and the def2-TZVPD basis.

Total charge = -1
Frontier orbital gap = 7.8814 eV
LUMO = 1.6 eV

Element x y z (Å)
O1 19.464 16.891 21.420
V1 20.244 16.522 22.821
O2 20.949 17.775 23.406
N1 22.627 14.392 23.322
O3 21.959 15.191 22.579
O4 23.674 13.902 22.894
O5 22.209 14.118 24.446
Cl1 19.044 15.169 24.548
C1 20.029 23.620 20.243
C2 21.088 23.940 21.294
C3 20.535 24.955 22.369
C4 19.834 24.299 23.555
C5 20.729 23.208 24.111
C6 21.128 22.104 23.102
N2 21.650 22.726 21.898
O6 22.208 21.806 21.016
C7 22.251 21.326 23.839
C8 19.954 21.170 22.800
C9 22.300 24.720 20.742
H1 20.339 22.675 19.795
H2 19.982 24.425 19.508
H3 19.009 23.473 20.602
H4 21.332 25.621 22.702
H5 19.799 25.637 21.931
H6 18.850 23.939 23.225
H7 19.497 25.081 24.244
H8 20.446 22.718 25.041
H9 21.678 23.721 24.305
H10 22.116 21.285 24.920
H11 22.262 20.281 23.518
H12 23.235 21.735 23.609
H13 19.639 20.627 23.689
H14 19.088 21.778 22.493
H15 20.012 20.551 21.902
H16 23.137 24.698 21.440
H17 22.259 25.780 20.469
H18 22.582 24.238 19.796
H19 21.503 21.201 20.723
C10 17.696 19.005 17.488
C11 19.175 19.117 17.857
C12 19.650 17.706 18.209
C13 21.163 17.585 18.435
C14 21.922 18.061 17.180
C15 21.452 19.445 16.703
N3 19.995 19.543 16.710
O7 19.511 20.721 16.120
C16 22.109 20.515 17.629
C17 21.921 19.572 15.260
C18 19.237 20.012 19.107
H20 17.124 18.949 18.419
H21 17.408 18.147 16.877
H22 17.253 19.895 17.028
H23 19.158 17.309 19.095
H24 19.420 17.089 17.336
H25 21.355 16.515 18.536
H26 21.531 18.046 19.352
H27 21.658 17.331 16.407
H28 23.001 18.096 17.311
H29 22.291 20.148 18.636
H30 23.074 20.785 17.196
H31 21.404 21.346 17.632
H32 22.963 19.274 15.129
H33 21.270 19.126 14.512
H34 21.966 20.639 14.993
H35 18.910 19.497 20.010
H36 18.797 20.997 18.949
H37 20.287 20.248 19.314
H38 18.888 20.438 15.443
C19 13.551 12.340 20.215
C20 14.769 13.272 20.454
C21 15.859 12.676 19.561
C22 16.994 13.654 19.264
C23 16.399 14.910 18.632
C24 15.326 15.605 19.473
N4 14.383 14.637 20.037
O8 13.549 15.244 20.975
C25 16.173 16.327 20.558
C26 14.615 16.614 18.591
C27 15.230 13.258 21.948
H39 13.285 12.352 19.160
H40 12.654 12.802 20.645
H41 13.751 11.382 20.688
H42 16.266 11.776 20.027
H43 15.470 12.359 18.590
H44 17.687 13.177 18.568
H45 17.563 13.880 20.169
H46 15.976 14.573 17.673
H47 17.207 15.566 18.304
H48 16.940 16.973 20.129
H49 15.622 17.069 21.159
H50 16.638 15.714 21.327
H51 15.388 17.296 18.229
H52 14.107 16.186 17.730
H53 13.926 17.195 19.206
H54 14.321 13.373 22.541
H55 16.026 13.926 22.255
H56 15.535 12.222 22.113
H57 14.095 15.633 21.686

Run two
Computed, not measured: C27H57ClN4O8V as an isolated structure, with the ωB97M-V functional and the def2-TZVPD basis.

Total charge = -1
Frontier orbital gap = 6.9996 eV
LUMO = 2.1 eV

Element x y z (Å)
O1 -1.709 -0.341 0.183
V1 -3.253 -0.284 -0.167
O2 -3.492 -1.297 -1.333
N1 -2.029 2.261 -2.327
O3 -1.960 3.288 -1.690
O4 -2.833 1.445 -1.831
O5 -1.441 2.051 -3.420
Cl1 -4.220 1.820 1.068
C1 1.043 6.935 0.356
C2 0.736 5.780 -0.410
C3 1.992 4.980 -0.764
C4 2.717 4.146 0.336
C5 1.715 3.183 0.911
C6 0.447 3.911 1.452
N2 -0.129 4.885 0.508
O6 -1.452 5.295 0.784
C7 -0.628 2.829 1.701
C8 0.680 4.617 2.746
C9 -0.124 6.174 -1.596
H1 1.840 6.761 1.079
H2 0.316 7.617 0.799
H3 1.521 7.696 -0.261
H4 1.666 4.139 -1.376
H5 2.592 5.636 -1.395
H6 2.984 4.902 1.075
H7 3.729 3.766 0.191
H8 2.219 2.953 1.849
H9 1.562 2.268 0.338
H10 -0.269 2.344 2.609
H11 -1.600 3.162 2.066
H12 -0.809 2.295 0.769
H13 0.927 4.111 3.680
H14 1.320 5.498 2.801
H15 -0.202 5.207 2.995
H16 -0.781 5.444 -2.068
H17 0.416 6.388 -2.519
H18 -0.858 6.923 -1.298
H19 -1.291 5.949 1.468
C10 -2.651 -4.198 -0.144
C11 -2.913 -4.219 1.377
C12 -1.693 -4.969 1.995
C13 -1.536 -4.837 3.496
C14 -1.592 -3.316 3.993
C15 -2.841 -2.582 3.296
N3 -2.979 -2.889 1.897
O7 -3.988 -2.043 1.256
C16 -4.118 -2.970 4.103
C17 -2.596 -1.012 3.484
C18 -4.170 -5.080 1.613
H20 -2.574 -5.187 -0.597
H21 -1.731 -3.639 -0.317
H22 -3.550 -3.746 -0.564
H23 -1.578 -6.006 1.680
H24 -0.724 -4.638 1.619
H25 -0.641 -5.318 3.891
H26 -2.343 -5.282 4.078
H27 -0.653 -2.864 3.672
H28 -1.634 -3.335 5.082
H29 -4.098 -2.662 5.148
H30 -4.972 -2.660 3.501
H31 -4.173 -4.059 4.114
H32 -3.519 -0.510 3.196
H33 -2.420 -0.752 4.528
H34 -1.666 -0.740 2.984
H35 -5.120 -4.591 1.398
H36 -4.242 -5.473 2.627
H37 -4.127 -6.049 1.115
H38 -4.817 -2.303 1.664
C19 3.227 -0.852 -5.114
C20 3.404 -1.960 -4.034
C21 4.543 -1.564 -3.056
C22 4.273 -0.403 -2.091
C23 3.279 -0.970 -1.083
C24 1.948 -1.453 -1.807
N4 2.246 -2.201 -3.093
O8 1.093 -2.737 -3.723
C25 1.264 -2.389 -0.675
C26 0.954 -0.234 -2.041
C27 3.835 -3.223 -4.758
H39 3.224 0.121 -4.624
H40 2.229 -0.851 -5.553
H41 4.107 -0.741 -5.747
H42 5.113 -2.346 -2.555
H43 5.408 -1.203 -3.613
H44 3.810 0.438 -2.607
H45 5.096 0.073 -1.557
H46 2.912 -0.442 -0.203
H47 3.776 -1.864 -0.708
H48 0.241 -2.472 -1.041
H49 1.723 -3.370 -0.552
H50 1.362 -2.095 0.370
H51 1.499 0.454 -2.688
H52 0.019 -0.471 -2.549
H53 0.878 0.373 -1.139
H54 3.958 -4.057 -4.067
H55 4.770 -3.026 -5.282
H56 3.106 -3.681 -5.426
H57 1.020 -3.663 -3.479

Which of them is most stable? Easy: run one.

Run one
Computed, not measured: a 10-piece molecular cluster, C24H72N4O14 overall, with the ωB97M-V functional and the def2-TZVPD basis.

Total charge = 0
Frontier orbital gap = 9.0716 eV
LUMO = 0.3 eV

Element x y z (Å)
C1 -4.255 -4.818 1.511
O1 -3.841 -4.963 0.196
C2 -2.397 -5.008 0.157
C3 -1.738 -3.632 0.365
N1 -2.318 -2.558 -0.542
C4 -2.369 -2.756 -1.975
C5 -2.475 -1.471 -2.743
O2 -3.541 -0.718 -2.158
C6 -4.044 0.307 -2.980
H1 -5.334 -4.709 1.545
H2 -3.795 -3.952 1.928
H3 -4.011 -5.709 2.092
H4 -2.151 -5.408 -0.835
H5 -1.992 -5.712 0.876
H6 -0.664 -3.781 0.077
H7 -1.836 -3.252 1.390
H8 -3.274 -2.409 -0.228
H9 -3.154 -3.467 -2.171
H10 -1.442 -3.342 -2.258
H11 -2.727 -1.585 -3.882
H12 -1.511 -0.981 -2.636
H13 -4.865 0.748 -2.374
H14 -4.361 -0.113 -3.950
H15 -3.288 1.096 -3.112
C7 5.705 6.556 0.033
O3 5.535 5.879 -1.190
C8 5.988 4.547 -1.166
C9 5.341 3.691 -2.273
N2 3.932 3.403 -2.081
C10 3.589 2.487 -3.229
C11 3.539 1.058 -2.731
O4 4.848 0.529 -2.483
C12 4.816 -0.704 -1.783
H16 5.144 7.469 -0.068
H17 6.756 6.744 0.290
H18 5.232 6.003 0.867
H19 5.814 4.032 -0.173
H20 7.067 4.449 -1.286
H21 5.920 2.793 -2.331
H22 5.506 4.223 -3.188
H23 3.318 4.226 -2.108
H24 4.255 2.599 -4.081
H25 2.559 2.655 -3.551
H26 2.919 0.368 -3.308
H27 2.996 1.101 -1.783
H28 4.384 -0.567 -0.797
H29 5.806 -1.064 -1.727
H30 4.227 -1.416 -2.343
C13 -2.415 2.860 0.069
O5 -3.504 3.164 0.918
C14 -3.797 2.224 1.919
C15 -4.496 0.941 1.302
N3 -4.917 0.046 2.388
C16 -5.489 -1.271 2.080
C17 -6.418 -1.433 0.886
O6 -7.685 -0.872 1.170
C18 -8.457 -0.677 0.021
H31 -1.560 2.588 0.650
H32 -2.091 3.747 -0.504
H33 -2.602 1.974 -0.558
H34 -4.404 2.679 2.659
H35 -2.844 1.920 2.437
H36 -3.781 0.447 0.630
H37 -5.288 1.291 0.644
H38 -5.609 0.593 2.908
H39 -5.934 -1.656 2.983
H40 -4.687 -1.972 1.852
H41 -6.542 -2.520 0.697
H42 -5.966 -0.917 0.056
H43 -9.444 -0.288 0.336
H44 -8.513 -1.629 -0.487
H45 -8.067 0.126 -0.647
C19 6.298 -3.075 1.306
O7 4.958 -3.297 1.686
C20 4.107 -3.620 0.678
C21 2.697 -3.556 1.251
N4 2.341 -2.162 1.609
C22 1.167 -1.906 2.453
C23 1.188 -0.452 2.896
O8 -0.173 -0.106 3.225
C24 -0.264 1.253 3.601
H46 6.448 -2.078 0.769
H47 6.624 -3.807 0.519
H48 7.054 -3.194 2.110
H49 4.279 -4.667 0.186
H50 4.202 -2.835 -0.108
H51 2.649 -4.134 2.177
H52 2.066 -4.011 0.402
H53 3.135 -1.630 1.960
H54 1.094 -2.610 3.269
H55 0.338 -2.024 1.807
H56 1.506 0.277 2.069
H57 1.841 -0.262 3.703
H58 -0.352 1.934 2.773
H59 0.562 1.569 4.248
H60 -1.112 1.380 4.293
O9 1.614 4.970 -0.620
H61 2.279 4.484 -0.044
H62 0.864 4.331 -0.491
O10 3.226 2.859 0.413
H63 3.857 2.273 0.874
H64 3.575 2.959 -0.474
O11 1.746 -1.286 -0.912
H65 0.968 -0.714 -0.981
H66 1.936 -1.340 0.046
O12 0.502 2.072 -0.292
H67 0.120 1.294 0.147
H68 1.350 2.346 0.073
O13 -0.402 1.636 -3.122
H69 -0.380 2.529 -3.493
H70 0.067 1.641 -2.297
O14 -0.900 -0.152 0.520
H71 -0.843 -0.362 1.486
H72 -1.539 -0.758 0.080

Run two
Computed, not measured: a 10-piece molecular cluster, C24H72N4O14 overall, with the ωB97M-V functional and the def2-TZVPD basis.

Total charge = 0
Frontier orbital gap = 9.2958 eV
LUMO = 0.4 eV

Element x y z (Å)
C1 2.705 1.073 5.228
O1 1.462 0.738 4.731
C2 1.036 1.579 3.669
C3 0.236 2.850 3.969
C4 -1.158 2.562 4.508
N1 0.058 3.591 2.728
H1 3.486 0.935 4.463
H2 2.941 0.383 6.087
H3 2.739 2.096 5.601
H4 1.976 1.921 3.127
H5 0.430 1.040 2.909
H6 0.722 3.568 4.654
H7 -1.649 2.030 3.716
H8 -1.619 3.520 4.706
H9 -1.067 1.945 5.411
H10 0.861 4.048 2.388
H11 -0.262 2.906 2.036
C5 -1.207 -1.445 2.330
O2 -1.997 -2.452 2.908
C6 -3.176 -1.730 3.323
C7 -2.880 -0.810 4.557
C8 -1.871 -1.336 5.601
N2 -4.195 -0.585 5.087
H12 -0.292 -1.892 1.956
H13 -0.905 -0.638 3.015
H14 -1.727 -0.946 1.500
H15 -3.608 -1.096 2.491
H16 -3.931 -2.465 3.636
H17 -2.605 0.162 4.154
H18 -2.212 -2.313 5.990
H19 -1.781 -0.610 6.381
H20 -0.893 -1.522 5.181
H21 -4.471 -1.356 5.647
H22 -4.271 0.291 5.591
C9 -1.358 2.923 -0.224
O3 -1.595 1.859 0.604
C10 -2.948 1.731 1.089
C11 -3.933 1.487 0.005
C12 -5.259 1.237 0.629
N3 -3.463 0.418 -0.953
H23 -0.268 3.176 -0.263
H24 -1.748 3.867 0.166
H25 -1.624 2.784 -1.291
H26 -2.888 0.905 1.795
H27 -3.209 2.658 1.679
H28 -4.042 2.379 -0.638
H29 -5.741 2.154 0.886
H30 -5.223 0.534 1.486
H31 -5.874 0.810 -0.131
H32 -2.402 0.420 -1.027
H33 -3.590 -0.448 -0.439
C13 -0.829 3.766 -6.393
O4 -1.342 2.679 -7.091
C14 -2.184 1.821 -6.273
C15 -1.425 1.181 -5.127
C16 -0.080 0.673 -5.619
N4 -2.295 0.138 -4.512
H34 -1.510 4.185 -5.610
H35 -0.623 4.520 -7.136
H36 0.122 3.526 -5.865
H37 -3.065 2.394 -5.955
H38 -2.522 1.052 -6.945
H39 -1.308 1.951 -4.372
H40 0.548 1.441 -6.121
H41 -0.232 -0.078 -6.389
H42 0.561 0.219 -4.847
H43 -3.229 0.477 -4.301
H44 -2.337 -0.718 -5.064
O5 6.286 -1.123 1.352
C17 6.291 -1.189 -0.068
C18 5.208 -0.390 -0.680
O6 5.492 1.030 -0.580
H45 6.754 -0.320 1.554
H46 7.270 -0.894 -0.432
H47 6.266 -2.276 -0.257
H48 4.291 -0.597 -0.190
H49 5.123 -0.703 -1.738
H50 4.628 1.475 -0.390
O7 -1.457 -5.094 -3.241
C19 -0.624 -4.509 -4.222
C20 -0.020 -3.298 -3.552
O8 1.195 -3.499 -2.757
H51 -1.758 -5.967 -3.471
H52 0.221 -5.181 -4.487
H53 -1.178 -4.157 -5.114
H54 -0.767 -2.976 -2.826
H55 0.177 -2.461 -4.225
H56 1.021 -3.484 -1.831
O9 0.662 -0.048 0.253
C21 0.973 -0.916 -0.846
C22 0.603 -0.185 -2.124
O10 -0.711 0.280 -2.084
H57 -0.153 0.447 0.070
H58 2.067 -1.057 -0.809
H59 0.516 -1.898 -0.699
H60 0.727 -0.797 -3.016
H61 1.334 0.616 -2.195
H62 -1.204 0.036 -2.907
O11 3.930 -1.242 2.957
C23 2.698 -1.760 2.543
C24 2.832 -3.063 1.737
O12 3.413 -2.847 0.397
H63 4.489 -1.039 2.192
H64 2.074 -1.891 3.438
H65 2.166 -1.010 1.981
H66 1.916 -3.679 1.612
H67 3.585 -3.612 2.300
H68 4.036 -3.555 0.173
O13 2.786 -2.175 -4.436
H69 3.013 -3.073 -4.659
H70 2.357 -2.294 -3.550
O14 2.835 1.956 0.073
H71 1.975 1.507 0.175
H72 2.696 2.746 -0.456

Which of them is most stable? Easy: run two.

Run one
Computed, not measured: a 2-piece molecular cluster, C5H11NO overall, with the ωB97M-V functional and the def2-TZVPD basis.

Multiplicity = 2
Total charge = -1
Frontier orbital gap (alpha / beta) = 2.2621 / 4.6316 eV
LUMO (alpha / beta) = 2.9 / 2.8 eV

Element x y z (Å)
N1 2.727 2.504 -2.013
C1 1.767 1.562 -1.550
C2 0.649 1.848 -0.857
C3 -0.502 0.956 -0.743
C4 -1.472 1.092 0.258
C5 -2.847 0.503 0.249
H1 3.696 2.228 -2.094
H2 2.753 3.315 -1.414
H3 1.732 0.591 -2.043
H4 0.600 2.838 -0.403
H5 -0.283 -0.009 -1.210
H6 -1.168 1.596 1.186
H7 -3.139 0.216 1.261
H8 -3.541 1.176 -0.286
H9 -2.886 -0.443 -0.317
H10 0.160 -5.652 3.549
H11 -0.913 -6.620 2.987
O1 -0.177 -6.548 3.588

Run two
Computed, not measured: a 2-piece molecular cluster, C5H11NO overall, with the ωB97M-V functional and the def2-TZVPD basis.

Multiplicity = 2
Total charge = -1
Frontier orbital gap (alpha / beta) = 3.8242 / 6.4683 eV
LUMO (alpha / beta) = 3.8 / 3.8 eV

Element x y z (Å)
C1 -1.488 1.190 -0.419
O1 -0.777 1.718 0.730
C2 -0.820 1.728 -1.676
H1 -1.430 0.106 -0.335
H2 -2.522 1.566 -0.357
H3 -1.337 1.500 1.480
H4 0.157 1.287 -1.869
H5 -1.534 1.478 -2.480
H6 -0.795 2.813 -1.600
C3 1.005 -0.636 0.289
C4 1.578 -1.594 -0.528
C5 0.871 -1.926 2.192
N1 0.933 -0.698 1.647
H7 0.794 0.334 -0.144
H8 2.218 -2.381 -0.133
H9 1.483 -1.632 -1.616
H10 0.851 -2.056 3.268
H11 0.812 -2.797 1.550

Which of them is most stable? Easy: run two.

Run one
Computed, not measured: a 2-piece molecular cluster, C3H9NO2S overall, with the ωB97M-V functional and the def2-TZVPD basis.

Multiplicity = 2
Total charge = +1
Frontier orbital gap (alpha / beta) = 8.9290 / 4.0135 eV
LUMO (alpha / beta) = -4.5 / -9.5 eV

Element x y z (Å)
O1 0.235 -0.196 1.702
C1 -0.518 0.261 0.887
N1 -0.024 0.890 -0.318
C2 0.474 -0.031 -1.329
C3 1.796 0.490 -1.939
S1 3.164 0.282 -0.710
H1 -1.554 0.414 1.196
H2 0.662 1.514 0.084
H3 0.769 -1.028 -0.993
H4 -0.269 -0.017 -2.123
H5 2.204 -0.160 -2.725
H6 1.812 1.523 -2.278
H7 3.453 1.599 -0.511
H8 -3.720 -2.407 2.555
H9 -4.357 -1.103 3.200
O2 -4.128 -2.032 3.304

Run two
Computed, not measured: a 2-piece molecular cluster, C3H9NO2S overall, with the ωB97M-V functional and the def2-TZVPD basis.

Multiplicity = 2
Total charge = +1
Frontier orbital gap (alpha / beta) = 10.0982 / 4.6793 eV
LUMO (alpha / beta) = -4.1 / -9.4 eV

Element x y z (Å)
O1 -0.780 -2.146 -0.529
C1 -0.103 -1.236 -0.923
N1 -0.440 0.078 -0.771
C2 0.435 1.201 -1.010
C3 1.044 1.816 0.267
S1 1.903 0.386 1.094
H1 0.853 -1.392 -1.460
H2 -1.433 0.177 -0.549
H3 1.195 0.970 -1.749
H4 -0.259 1.946 -1.414
H5 1.857 2.449 -0.094
H6 0.455 2.311 1.030
H7 0.882 -0.194 1.755
H8 -2.846 -1.473 0.259
H9 -3.310 -0.337 1.204
O2 -3.300 -0.598 0.267

Which of them is most stable? Easy: run two.